{
  "formula": "C36H90N6O8",
  "method": "ωB97M-V with the def2-TZVPD basis set",
  "total_charge": 0,
  "energy_ev": -64102.719,
  "fmax_ha_per_bohr": 0.1051,
  "symbols": ["C", "C", "C", "C", "C", "C", "C", "C", "C", "N", "O", "H", "H", "H", "H", "H", "H", "H", "H", "H", "H", "H", "H", "H", "H", "H", "H", "H", "H", "H", "C", "C", "C", "C", "C", "C", "C", "C", "C", "N", "O", "H", "H", "H", "H", "H", "H", "H", "H", "H", "H", "H", "H", "H", "H", "H", "H", "H", "H", "H", "C", "O", "C", "C", "C", "N", "H", "H", "H", "H", "H", "H", "H", "H", "H", "H", "H", "C", "O", "C", "C", "C", "N", "H", "H", "H", "H", "H", "H", "H", "H", "H", "H", "H", "C", "O", "C", "C", "C", "N", "H", "H", "H", "H", "H", "H", "H", "H", "H", "H", "H", "C", "O", "C", "C", "C", "N", "H", "H", "H", "H", "H", "H", "H", "H", "H", "H", "H", "C", "O", "H", "H", "H", "H", "C", "O", "H", "H", "H", "H"],
  "coordinates": [[-13.8975, 7.9068, 10.9481], [-12.9231, 7.7851, 12.1364], [-13.0983, 8.9833, 13.0966], [-13.3994, 6.5163, 12.9009], [-12.4758, 6.1510, 13.9880], [-11.0551, 5.8303, 13.3304], [-10.5172, 6.9569, 12.4181], [-9.7855, 7.9861, 13.3998], [-9.5337, 6.3212, 11.4392], [-11.5671, 7.5553, 11.6569], [-11.0474, 8.6186, 10.9224], [-14.9337, 8.1158, 11.2141], [-13.5552, 8.6422, 10.2200], [-13.8866, 6.9868, 10.3636], [-14.1623, 9.0283, 13.3291], [-12.6950, 8.8424, 14.0993], [-12.9207, 9.8942, 12.5248], [-14.3606, 6.8043, 13.3265], [-13.5839, 5.7136, 12.1870], [-12.3909, 6.8357, 14.8319], [-12.8362, 5.2504, 14.4852], [-11.1370, 4.9013, 12.7661], [-10.3668, 5.6566, 14.1576], [-9.1130, 7.5737, 14.1519], [-10.5109, 8.6545, 13.8638], [-9.1250, 8.6304, 12.8196], [-10.0645, 5.8431, 10.6160], [-8.8490, 5.6225, 11.9199], [-8.8706, 7.0826, 11.0286], [-10.8223, 8.2570, 10.0621], [-21.9364, 9.7950, 15.7266], [-22.8863, 10.5376, 14.7525], [-21.9974, 11.1137, 13.7191], [-23.8586, 9.4894, 14.1801], [-25.1186, 10.0587, 13.4314], [-25.8341, 11.1624, 14.2936], [-24.9086, 12.2157, 14.8564], [-24.6728, 13.2748, 13.7499], [-25.7210, 12.8693, 16.0589], [-23.6493, 11.6267, 15.4578], [-22.8573, 12.3743, 16.2237], [-21.0351, 10.3781, 15.9157], [-22.4599, 9.3422, 16.5686], [-21.5324, 8.9792, 15.1271], [-21.3128, 11.8678, 14.1072], [-21.5872, 10.2876, 13.1384], [-22.6560, 11.6545, 13.0394], [-23.4035, 8.7988, 13.4701], [-24.2458, 8.9519, 15.0456], [-24.7812, 10.4691, 12.4796], [-25.7104, 9.2218, 13.0605], [-26.5434, 10.7395, 15.0050], [-26.5058, 11.7513, 13.6689], [-25.6488, 13.6182, 13.4068], [-24.2635, 12.9380, 12.7974], [-24.0213, 14.0906, 14.0631], [-25.9253, 12.1518, 16.8536], [-26.5864, 13.3936, 15.6535], [-25.1126, 13.6657, 16.4875], [-22.4105, 12.9154, 15.5686], [-25.4501, 1.9378, 2.0390], [-25.1954, 1.5586, 0.7171], [-26.0507, 0.5533, 0.1590], [-25.5213, 0.2679, -1.2658], [-25.4096, 1.5071, -2.1786], [-26.4004, -0.6174, -1.9533], [-25.3433, 1.0545, 2.6686], [-26.4452, 2.3691, 2.1476], [-24.7412, 2.6833, 2.3993], [-26.0416, -0.3746, 0.7308], [-27.0878, 0.8887, 0.1642], [-24.5150, -0.1502, -1.2934], [-24.9112, 1.3591, -3.1366], [-24.6037, 2.1223, -1.7783], [-26.2982, 2.1328, -2.2620], [-26.3347, -1.5562, -1.5865], [-26.0630, -0.7643, -2.8939], [-27.4423, 8.8562, -2.1506], [-26.4996, 9.2916, -1.1563], [-25.2232, 8.7079, -1.1124], [-24.3904, 9.2040, 0.1367], [-24.2814, 10.7673, 0.2475], [-23.0768, 8.6111, 0.1340], [-28.1877, 9.6067, -2.4140], [-28.0596, 8.0516, -1.7512], [-26.9086, 8.6194, -3.0710], [-25.4000, 7.6362, -1.0209], [-24.6954, 8.9807, -2.0262], [-24.9251, 8.8709, 1.0263], [-23.8965, 11.1866, -0.6821], [-23.6324, 10.9709, 1.0992], [-25.3124, 11.0746, 0.4225], [-23.1207, 7.8213, -0.4941], [-22.5610, 9.2159, -0.4891], [-9.7899, 7.5954, 4.3867], [-10.7068, 8.3482, 3.7277], [-12.0509, 7.9069, 3.9381], [-13.0374, 8.7897, 3.1475], [-13.1906, 10.3444, 3.4661], [-14.3238, 8.1291, 3.0174], [-9.9492, 6.5176, 4.3538], [-9.8968, 7.7756, 5.4564], [-8.7456, 7.8576, 4.2165], [-12.1834, 6.8872, 3.5764], [-12.3131, 7.9338, 4.9958], [-12.6493, 8.7698, 2.1291], [-12.2500, 10.8885, 3.5520], [-13.6248, 10.5844, 4.4366], [-13.8897, 10.9142, 2.8541], [-14.2037, 7.1438, 2.8311], [-14.9432, 8.2071, 3.8114], [-14.3892, 2.7392, 0.1440], [-15.4863, 2.8069, 1.0477], [-16.3036, 1.6829, 0.9818], [-17.6454, 2.1731, 1.6204], [-17.4933, 2.4583, 3.0837], [-18.6717, 1.2036, 1.4372], [-13.5599, 2.0958, 0.4380], [-14.0865, 3.7219, -0.2176], [-14.7055, 2.2360, -0.7698], [-16.4184, 1.2439, -0.0092], [-15.8333, 0.9764, 1.6657], [-17.8090, 3.0894, 1.0532], [-18.3665, 2.9091, 3.5554], [-16.6913, 3.1864, 3.2055], [-17.0958, 1.6569, 3.7065], [-18.9586, 1.0684, 0.4783], [-19.5240, 1.6507, 1.7435], [-16.6020, 9.1770, -3.2405], [-17.4695, 9.6653, -2.2105], [-16.6737, 9.6739, -4.2080], [-15.5389, 9.1326, -3.0040], [-16.8305, 8.1219, -3.3904], [-17.0541, 9.3382, -1.4092], [-21.4251, 8.3364, 6.1978], [-20.2052, 8.3022, 5.4949], [-21.8896, 7.3556, 6.2997], [-21.1574, 8.5618, 7.2301], [-22.2287, 8.9902, 5.8589], [-20.3914, 8.1977, 4.5589]],
  "forces_ev_per_angstrom": [[0.797, 0.117, -0.750], [-0.776, -0.454, 0.772], [-1.217, -0.299, -0.670], [-0.593, 1.503, -0.437], [2.107, -1.623, 0.015], [-1.599, 0.347, 0.853], [0.938, -0.297, 2.507], [0.009, 0.286, -1.281], [0.718, 0.555, 0.001], [-0.898, -1.031, -0.699], [0.004, 1.123, -0.073], [0.163, 0.089, 0.302], [-0.086, 0.419, 0.220], [-0.020, -0.286, 0.201], [-0.329, 0.028, -0.189], [0.821, 0.437, -0.430], [0.692, 0.230, 0.648], [-0.272, -0.140, -0.114], [0.256, -0.195, 0.103], [0.046, 0.543, -0.395], [0.085, -0.319, -0.084], [-0.166, -0.053, -0.078], [0.267, -0.036, -0.267], [-0.375, -0.534, 0.040], [0.003, -0.214, 0.150], [-0.131, 0.169, -0.232], [-0.024, -0.176, 0.126], [-0.231, -0.206, 0.147], [-0.074, 0.136, -0.227], [-0.118, -0.118, -0.162], [-0.287, -0.225, -0.945], [-0.355, 0.014, 1.392], [-0.858, 0.699, -1.718], [-1.674, 0.843, -0.114], [1.063, 0.743, 0.580], [-0.172, -1.340, -1.485], [0.735, 0.549, 1.720], [-0.043, -0.020, -0.166], [1.487, 0.550, -1.086], [-3.117, -4.128, -1.566], [0.866, 1.880, 0.503], [-0.380, 0.208, 0.783], [0.275, 0.417, 0.264], [-0.102, -0.368, -0.024], [0.490, -0.465, -0.040], [0.776, 0.354, 0.080], [0.193, 0.073, -0.397], [0.491, -0.043, 0.340], [0.087, -0.348, -0.011], [0.182, 0.542, -0.008], [-0.528, 0.018, 0.662], [0.574, -0.299, 0.490], [-0.122, -0.198, -0.369], [-0.048, 0.627, 0.463], [0.330, -0.667, 0.232], [-0.261, 0.210, 0.191], [-0.211, -0.050, -0.319], [-0.338, -0.422, 0.117], [0.136, -0.025, 0.150], [0.811, 0.870, 0.279], [-0.285, -0.529, 0.237], [0.209, -0.142, -0.705], [1.022, 0.678, -0.384], [0.126, 1.277, -1.075], [1.327, 0.957, 1.090], [-1.107, -1.573, -0.425], [-0.207, -0.035, 0.418], [-0.269, -0.063, 0.076], [0.198, -0.044, -0.459], [0.268, -0.173, 0.313], [-0.157, 0.190, -0.359], [0.335, 0.032, 0.919], [-0.772, -0.884, -0.429], [-0.281, 0.474, 0.675], [-0.094, -0.314, -0.080], [-0.237, -0.234, 0.505], [-0.071, 0.388, -0.315], [0.728, -0.044, 0.465], [-1.271, 1.277, 0.205], [-0.321, 0.458, 0.653], [-1.480, 0.907, -0.463], [-0.699, -2.008, -0.132], [0.481, 0.000, -0.969], [0.459, 0.640, 0.367], [0.368, -0.570, -0.182], [-0.118, -0.442, -0.069], [0.644, -0.413, -0.145], [0.391, -0.262, -0.240], [-0.120, -0.093, 0.059], [0.049, 0.144, 0.071], [-0.083, 0.288, -0.108], [0.234, 0.572, 0.006], [-0.024, -0.972, 0.317], [0.777, 0.512, 0.181], [0.806, -0.789, 2.450], [-1.472, 0.661, -1.412], [0.134, 1.392, 0.004], [0.140, 1.161, -0.866], [-0.002, -0.726, 1.196], [-0.563, 0.108, 0.105], [0.088, -0.301, -0.781], [-0.017, 0.157, 0.621], [-0.222, 0.071, -0.807], [0.145, -0.220, -0.055], [0.133, -0.066, 0.382], [0.290, 0.122, -0.139], [0.252, -0.349, -0.593], [-0.133, -0.764, 0.569], [0.288, -0.563, -0.836], [-0.032, -0.076, -0.094], [0.148, 0.172, 0.243], [-0.627, -0.488, -0.926], [1.467, 1.076, -1.304], [-0.767, 0.026, 2.260], [1.500, -0.467, -1.174], [1.192, 1.052, 0.747], [-1.714, -0.619, -0.201], [0.237, 0.351, 0.771], [0.162, 0.111, 0.717], [-0.378, -0.047, -0.315], [-0.097, 0.211, -0.201], [-0.246, -0.847, -0.172], [-0.316, 0.451, 0.194], [-0.200, -0.242, -0.129], [-0.066, 0.413, -0.159], [-0.558, -0.617, -0.311], [0.756, -0.204, -0.630], [-0.341, -0.148, 0.838], [0.049, -1.223, -0.145], [0.884, 0.231, -0.631], [-0.517, 0.385, 0.369], [0.108, 0.626, 0.486], [-0.256, -0.169, -0.380], [-0.270, 0.148, 0.315], [-0.166, -0.764, 1.250], [-0.232, 0.269, -0.403], [0.029, -0.404, -0.378], [-0.100, 0.470, -0.048], [0.431, 0.466, -0.338], [0.036, -0.037, -0.099]]
}